ORCA calculation (ωB97M-V/def2-TZVPD) on a molecular structure, C3H3I2N.

Geometry as ORCA input:
```
! RIJCOSX wB97M-V def2-TZVPD def2/J DEFGRID3
* xyz 0 1
C -1.31995 -1.18099 -1.15021
C -1.05097 -0.23106 -0.45389
C -0.71152 0.60229 0.69679
N 0.25344 1.57406 0.52939
I 1.86564 0.98432 -0.36608
I 4.59232 -0.88960 0.20071
H -1.60050 -1.88453 -1.99229
H -0.40206 -0.00657 1.47124
H -1.62638 1.03208 1.06433
*
```

Values from the calculation:
**Energy relative to the best compared isomer or geometry (same formula, charge and spin)**: 100.4 kcal per mole
**Highest occupied orbital energy (alpha / beta)**: -9.450 / -9.435 eV
**Energy**: -20845.7240 eV
**Orbital gap (alpha / beta)**: 7.99 / 6.38 eV

For reference, the Mulliken charges in units of e are:
1 C 0.10
2 C -0.50
3 C -0.33
4 N -0.46
5 I 0.25
6 I -0.09
7 H 0.38
8 H 0.33
9 H 0.33